# C6H7NO2

C6H7NO2 in the gas phase in a non-equilibrium geometry (ωB97M-V with the def2-TZVPD basis set, the Open Molecules 2025 dataset).

Computed properties:
Total charge: 0
E_LUMO (eV): 0.85
SMILES: CC(=O)Nc1ccco1
DFT total energy (eV): -11918.3767
Energy above the lowest of the compared OMol25 structures with the same formula, charge and spin (kcal/mol): 47.4

Atoms and positions in Å:
C -1.86 1.12 0.48
C -2.07 -0.17 -0.20
C 0.37 -0.58 -0.43
C 1.39 -1.30 0.31
C 2.50 -0.32 0.25
C 2.09 0.71 -0.60
H -0.94 1.27 1.24
H -1.59 1.71 -0.22
H -2.76 1.41 1.05
H -1.21 -1.93 -0.76
H 1.37 -2.07 0.83
H 3.51 -0.54 0.77
H 2.53 1.67 -0.80
N -0.94 -0.94 -0.62
O -3.20 -0.61 -0.38
O 0.80 0.58 -0.92

Results of the Mulliken charge analysis, in e, for atoms 1 through 5: C -0.977; C 0.476; C 0.459; C -0.866; C -0.217